209
Properties=species:S:1:pos:R:3:forces:R:3 method="wB97M-V/def2-TZVPD" charge=+1
Ba 3.4084 -0.2323 1.4513 -1.982 0.829 -0.787
C 1.7164 -0.3230 -1.7637 0.308 0.809 -0.053
C 0.3156 -0.3611 -1.2309 -1.326 -0.171 0.268
C -0.1487 -1.8234 -1.4926 -0.328 1.037 0.456
C -1.4680 -2.1329 -0.8077 0.093 -0.609 -0.729
C -1.3829 -1.8718 0.6863 0.444 0.369 -0.294
C -0.8604 -0.4423 1.0601 -0.165 -0.782 -0.003
N 0.3035 -0.0544 0.2180 1.282 -0.766 0.835
O 0.9424 1.1983 0.6147 -0.116 -1.137 -0.574
C -0.3488 -0.5576 2.5386 -0.870 1.265 -0.912
C -2.0956 0.4735 0.9541 0.569 0.808 0.262
C -0.5775 0.5992 -2.0325 0.232 1.409 -0.265
H 1.7809 -0.7558 -2.7628 -0.011 -0.240 0.066
H 2.3456 -0.8753 -1.0678 0.191 -0.045 -0.299
H 2.0662 0.7042 -1.8754 0.111 0.001 0.165
H 0.5853 -2.5472 -1.1316 0.268 0.115 0.029
H -0.1853 -1.8910 -2.5805 -0.230 -0.369 -0.004
H -1.6859 -3.1802 -1.0315 -0.043 -0.206 0.393
H -2.3101 -1.6367 -1.2954 0.046 0.505 0.170
H -0.7279 -2.6009 1.1675 0.052 -0.190 -0.152
H -2.3828 -2.0087 1.1001 0.063 0.068 0.317
H -1.1678 -0.8460 3.1999 0.074 -0.496 -0.046
H -0.0660 0.4364 2.8847 0.338 -0.068 -0.097
H 0.5028 -1.2355 2.5856 -0.109 -0.143 0.066
H -1.7717 1.5123 1.0515 -0.017 0.118 0.002
H -2.8195 0.2784 1.7466 0.132 -0.149 0.046
H -2.6373 0.3903 0.0114 0.172 -0.195 -0.115
H -0.4824 1.6303 -1.6785 0.320 -0.045 0.617
H -1.6585 0.4592 -2.0194 0.101 -0.638 -0.046
H -0.2328 0.7585 -3.0577 -0.150 -0.661 -0.297
C 0.2990 2.9577 3.8059 -1.012 -1.087 -0.285
O 1.3477 3.8989 3.9554 -0.359 0.265 0.095
H 0.1243 2.7489 2.7466 -0.279 0.241 -0.138
H 0.5028 1.9575 4.1909 0.577 0.270 0.489
H -0.5918 3.3190 4.3216 -0.183 -0.133 -0.163
H 0.8599 4.6679 3.6430 0.784 0.619 0.142
C 1.6931 -5.2802 -2.6945 0.070 0.263 -0.625
O 2.6300 -5.9535 -3.4968 0.781 -0.321 -0.291
H 1.7232 -4.2059 -2.8961 -0.115 0.167 0.157
H 0.7057 -5.6430 -2.9835 -0.277 0.111 0.784
H 2.0049 -5.4507 -1.6651 -0.498 -0.146 0.057
H 2.4735 -5.7186 -4.4145 0.017 -0.046 -0.018
C -2.9102 0.6221 -4.8219 0.130 0.442 0.582
O -3.6911 0.2203 -5.9353 0.457 -0.052 0.242
H -2.8404 -0.1073 -4.0114 -0.368 -0.375 -0.149
H -1.8679 0.8747 -5.0296 0.002 0.020 -0.525
H -3.3541 1.5210 -4.3922 -0.132 0.023 -0.093
H -3.1004 -0.1481 -6.5968 -0.091 -0.055 -0.056
C -1.8931 -2.9197 -4.7345 -0.926 0.091 -0.872
O -1.1348 -3.9600 -4.1456 0.649 0.538 -0.088
H -2.1686 -3.1684 -5.7637 -0.661 -0.573 0.138
H -2.7574 -2.7233 -4.0990 -0.230 0.205 -0.333
H -1.4339 -1.9609 -4.9834 1.080 -0.146 1.131
H -1.7538 -4.6873 -4.0431 0.094 -0.108 0.044
C -4.5669 -4.7135 0.4746 -0.419 0.806 -0.774
O -5.9713 -4.7160 0.4832 -0.803 -0.570 0.012
H -4.1867 -5.0655 1.4338 0.386 0.027 -0.152
H -4.2205 -5.3047 -0.3739 0.130 -0.452 0.353
H -4.2592 -3.6985 0.2095 0.601 0.088 0.482
H -6.3281 -3.8255 0.5689 0.113 0.146 0.062
C -0.9837 4.7987 -2.1449 0.664 -0.553 0.874
C -2.1868 4.0524 -2.7287 0.420 0.204 -0.518
C -3.0825 3.3022 -1.7507 0.408 0.367 0.645
O -3.6033 4.2174 -0.8062 0.062 0.450 0.185
C -4.2484 3.6382 0.2853 -0.922 0.843 0.763
N -2.9921 4.9694 -3.5429 -0.563 -0.252 0.797
H -0.2828 4.1133 -1.6605 0.186 -0.272 -0.346
H -1.1238 5.5266 -1.3433 -0.959 0.095 -0.157
H -0.4469 5.3338 -2.9284 -0.002 -0.190 -0.145
H -1.8103 3.2969 -3.4251 0.308 -0.243 0.180
H -2.4928 2.5736 -1.1904 -0.012 -0.353 -0.283
H -3.9452 2.8548 -2.2505 0.229 -0.381 -0.314
H -5.0775 2.9664 0.0474 0.272 -0.474 -0.463
H -4.7666 4.4431 0.8125 0.085 0.292 -0.085
H -3.6171 3.2122 1.0690 0.531 -0.352 -0.625
H -3.7366 5.1612 -2.8805 -0.487 0.752 -0.521
H -2.4740 5.8328 -3.6369 -0.144 0.155 -0.161
C 6.6941 1.2271 -0.2391 -1.010 0.471 -0.542
C 5.4664 1.1493 -1.1913 -0.402 -0.486 0.217
C 5.2448 -0.2460 -1.7770 -0.615 0.013 -0.638
O 4.6399 -1.2032 -0.8654 1.487 0.182 0.576
C 4.9058 -2.5571 -1.2551 -0.772 -0.388 -0.243
N 4.2438 1.5746 -0.5095 -0.205 -0.070 0.863
H 6.8831 2.2671 0.0284 0.183 0.045 -0.223
H 7.5740 0.7839 -0.7019 0.015 0.051 0.120
H 6.4836 0.7486 0.7198 -0.006 -0.388 -0.069
H 5.5149 1.7980 -2.0689 1.024 -0.020 -0.105
H 6.1782 -0.5873 -2.2292 0.152 -0.439 0.431
H 4.5553 -0.1724 -2.6224 -0.177 0.135 -0.062
H 4.4594 -3.2788 -0.5683 -0.150 0.443 0.481
H 5.9614 -2.8244 -1.3003 0.104 0.432 -0.243
H 4.3803 -2.7590 -2.1888 0.475 0.006 -0.282
H 4.3588 2.5077 -0.1302 0.569 0.000 0.318
H 3.4908 1.7903 -1.1508 0.040 -0.588 -0.391
C 4.6145 2.9764 4.7280 0.464 -0.405 1.777
C 4.1191 1.7407 4.0157 -0.550 0.432 -0.586
C 3.2181 0.8380 4.9021 1.209 0.227 -0.774
O 2.7529 -0.2939 4.1566 0.494 0.048 1.043
C 2.0456 -1.1918 5.0385 -0.396 -0.238 -1.195
N 3.3359 2.1813 2.8755 -0.875 0.415 -0.337
H 3.7749 3.5348 5.1445 -0.133 0.271 -0.532
H 5.2732 3.5893 4.1147 -0.273 0.047 -0.156
H 5.1766 2.7343 5.6341 0.310 -0.192 -0.085
H 4.9334 1.2802 3.4504 0.707 -0.953 1.188
H 2.3405 1.3863 5.2491 0.129 0.314 0.074
H 3.8178 0.5228 5.7581 -0.156 -0.217 0.135
H 1.0720 -0.7784 5.3015 0.049 0.183 0.141
H 2.5946 -1.4741 5.9361 0.254 0.166 -0.126
H 1.8562 -2.0590 4.4064 -0.031 -0.230 0.356
H 3.8473 2.9485 2.4495 0.280 -0.143 -0.505
H 2.5792 2.7063 3.3000 -0.610 -0.050 -0.463
C 6.0382 -2.5640 -6.4676 0.199 0.945 0.051
C 5.0793 -2.0022 -5.4319 -0.278 -1.005 0.856
C 4.0332 -1.1130 -6.0841 1.693 1.305 0.701
O 3.1791 -0.5662 -5.0729 -0.195 -1.076 -1.127
C 2.0475 0.0499 -5.6550 -0.410 0.528 0.473
N 4.4176 -3.1082 -4.7376 -0.480 -0.539 -0.613
H 5.4720 -2.9188 -7.3295 0.195 -0.220 -0.068
H 6.7163 -3.3233 -6.0820 -0.350 -0.168 0.118
H 6.6764 -1.7339 -6.7766 0.009 -0.061 -0.386
H 5.6407 -1.5463 -4.6130 0.049 0.846 -0.402
H 3.5614 -1.6284 -6.9234 -0.600 -0.223 0.328
H 4.5997 -0.2883 -6.5293 -0.198 0.317 -0.270
H 2.3439 0.8538 -6.3306 -0.045 0.214 0.152
H 1.4635 0.4261 -4.8143 0.083 0.430 -0.107
H 1.3477 -0.5847 -6.2057 0.414 -0.661 -0.076
H 3.6518 -2.7322 -4.1886 -0.029 0.201 0.171
H 3.9233 -3.5485 -5.5097 -0.132 -0.782 0.200
C 3.8073 3.0668 -4.2554 -0.168 -0.003 -0.390
C 2.9743 4.3525 -4.4756 -0.607 -0.869 -0.502
C 1.4551 4.0713 -4.7228 1.305 -1.551 -0.940
O 1.3752 3.2793 -5.9292 -1.302 -0.144 0.937
C 0.0057 3.1194 -6.3614 0.877 1.864 -1.341
N 3.1550 5.1374 -3.3097 0.097 1.335 1.342
H 3.6332 2.2552 -4.9618 -0.350 0.158 -0.053
H 3.5970 2.6958 -3.2500 -0.140 -0.099 0.050
H 4.8807 3.2545 -4.3027 -0.033 0.383 0.066
H 3.3719 4.9474 -5.2995 -0.091 -0.317 -0.334
H 0.8273 4.9611 -4.8039 0.243 0.302 -0.089
H 1.0693 3.4496 -3.9098 -0.061 0.115 0.342
H -0.8277 2.9938 -5.6680 0.599 -0.812 0.681
H 0.0132 2.4508 -7.2205 -0.137 -0.435 0.396
H -0.2453 4.0930 -6.7961 -0.240 0.119 -0.226
H 2.5867 5.9744 -3.3625 0.113 0.206 -0.003
H 2.8514 4.6510 -2.4752 -0.060 -0.231 -0.088
C -2.0712 0.0786 5.9029 0.269 1.251 0.422
C -2.3978 0.2199 7.4046 -0.507 -0.378 -0.794
C -3.8662 0.6418 7.6783 0.958 0.234 -0.333
O -4.0726 1.9802 7.2471 1.092 -0.057 0.050
C -5.3347 2.5246 7.5597 -0.151 -0.397 -0.340
N -2.0609 -1.0730 7.9958 -1.207 -0.224 0.742
H -1.0101 -0.1598 5.8428 0.048 0.079 -0.197
H -2.2628 1.0423 5.4275 0.242 -0.015 -0.221
H -2.6037 -0.6709 5.3162 -0.352 -0.242 0.552
H -1.7609 0.9487 7.9076 0.107 0.274 -0.451
H -3.9882 0.5854 8.7625 -0.421 -0.095 0.078
H -4.5472 -0.0208 7.1383 -0.162 -0.223 0.178
H -5.9172 2.4755 6.6374 -0.483 -0.007 0.240
H -5.2432 3.5678 7.8603 0.171 -0.078 0.101
H -5.7730 1.9209 8.3551 -0.375 0.267 0.006
H -2.8579 -1.6614 7.7638 0.223 -0.597 -0.486
H -2.2335 -1.0067 8.9955 0.524 0.138 0.327
C -0.4475 -5.7799 1.4365 -0.832 0.512 -0.592
C -1.1141 -7.0262 2.0278 0.465 0.970 0.628
C -1.6532 -8.0740 1.0860 0.308 0.237 -0.822
O -2.6816 -7.4636 0.3090 0.410 -0.783 0.999
C -3.1918 -8.3406 -0.6580 -0.544 0.552 -1.201
N -0.1521 -7.5126 3.0379 -0.722 -0.544 0.310
H -0.4074 -5.0111 2.2097 0.485 -0.314 0.363
H -1.0734 -5.2584 0.7074 -0.004 -0.458 -0.506
H 0.5459 -5.9673 1.0301 -0.017 -0.050 0.006
H -1.9910 -6.6258 2.5409 -0.067 -0.199 0.248
H -2.0137 -8.9729 1.5929 -0.325 0.188 0.436
H -0.8647 -8.4678 0.4349 0.253 0.209 -0.277
H -3.1523 -9.4149 -0.4710 0.287 0.056 0.543
H -2.6715 -8.1336 -1.5971 0.067 -0.300 -0.184
H -4.2404 -8.0885 -0.8229 -0.029 0.028 0.072
H -0.6874 -7.7629 3.8604 0.153 -0.052 0.201
H 0.2855 -8.3815 2.7553 0.134 0.003 -0.248
C 2.3303 4.4648 0.2220 0.588 -0.430 0.571
C 3.7168 5.0570 0.4711 0.086 0.206 -0.603
O 4.7276 4.0631 0.7409 -0.518 0.034 0.380
O 2.2565 3.5964 -0.8914 0.231 0.083 -0.032
H 1.6435 5.3014 0.0787 -0.060 0.085 0.178
H 2.0540 3.8722 1.0970 -0.266 0.268 0.209
H 3.6386 5.7376 1.3206 -0.064 0.069 0.023
H 4.0429 5.6143 -0.4092 -0.105 0.144 -0.039
H 5.5497 4.5089 0.9628 0.010 0.124 -0.100
H 1.7899 2.8093 -0.5739 -0.496 -0.507 0.064
C -4.9360 -1.6615 2.5570 0.383 0.215 -1.003
C -5.5045 -1.2121 1.1956 0.681 -0.471 0.126
O -6.7472 -1.8768 0.9739 0.395 0.443 0.401
O -5.7021 -1.1931 3.6203 -0.692 -0.047 0.376
H -3.9140 -1.3031 2.7102 0.240 -0.257 -0.381
H -4.9609 -2.7519 2.5448 0.135 -0.032 0.229
H -4.8161 -1.5008 0.3998 -0.010 -0.086 -0.070
H -5.6026 -0.1249 1.1329 -0.183 0.145 0.154
H -7.1281 -1.8282 1.8601 -0.641 -0.220 -0.066
H -5.4871 -0.2552 3.7120 -0.311 0.220 0.393
C -4.5083 2.1756 3.3146 0.281 1.448 -0.586
C -4.0218 3.5562 3.8496 0.186 -1.050 -0.591
O -3.1863 3.3847 4.9808 -0.246 0.301 -0.507
O -5.4769 1.5834 4.1557 0.148 -0.513 0.360
H -3.6372 1.5312 3.1857 -0.052 -0.196 0.596
H -4.8962 2.2585 2.2960 -0.231 0.226 0.089
H -4.8608 4.2392 4.0041 -0.246 -0.137 0.416
H -3.4359 4.0401 3.0655 0.232 -0.113 0.053
H -3.5935 2.7305 5.5668 -0.061 0.042 0.444
H -6.3527 1.8915 3.9065 -0.012 0.112 -0.005



97
Properties=species:S:1:pos:R:3:forces:R:3 method="wB97M-V/def2-TZVPD" charge=-2 de_lowest_ev=0.630
Sr 1.2538 -0.8614 1.1602 -1.158 0.797 -0.863
Cl 2.1774 5.9100 4.8920 -0.003 -0.066 -0.033
C 1.9681 4.5480 3.7956 0.017 0.017 -0.021
C 2.7747 4.4529 2.6525 0.036 0.018 0.014
C 2.6146 3.4127 1.7757 -0.049 0.028 0.112
C 1.6236 2.3954 1.9795 -0.176 0.025 0.013
O 1.4337 1.4762 1.1397 0.470 0.707 -0.084
C 0.8147 2.5284 3.1622 -0.128 -0.158 0.108
C -0.3144 1.6477 3.4079 0.100 0.141 -0.121
N -0.6785 0.6939 2.6376 -0.006 -0.157 0.055
C -1.9225 0.0851 2.7993 0.161 -0.093 -0.009
C -3.0759 0.7976 3.0161 -0.125 0.037 0.003
C -4.3336 0.1520 3.0394 0.066 0.043 0.005
C -4.4307 -1.1952 2.8502 0.040 -0.030 -0.021
C -3.2602 -1.9633 2.6198 -0.127 -0.078 0.027
C -3.2886 -3.3598 2.3971 -0.046 0.027 -0.021
C -2.1288 -4.0296 2.1610 0.042 0.071 -0.012
C -0.9207 -3.2979 2.1400 -0.058 -0.078 0.083
N -0.8547 -2.0109 2.3484 -0.255 -0.054 0.140
C -2.0077 -1.3308 2.5859 0.220 0.113 -0.040
C 1.0102 3.5992 4.0427 -0.021 0.014 0.078
H 3.5266 5.2118 2.4708 -0.006 0.003 0.005
H 3.2301 3.3266 0.8891 0.002 0.008 -0.006
H -0.8988 1.8709 4.3142 -0.057 0.080 -0.060
H -3.0171 1.8760 3.1115 -0.018 0.003 -0.050
H -5.2279 0.7459 3.1856 0.001 0.014 0.013
H -5.3948 -1.6911 2.8464 0.003 -0.005 0.005
H -4.2444 -3.8730 2.3925 0.007 0.001 0.014
H -2.1151 -5.0912 1.9556 0.002 -0.004 0.005
H 0.0228 -3.7998 1.9489 -0.003 -0.005 -0.026
H 0.3756 3.6857 4.9189 0.006 0.007 -0.004
F 1.4496 5.9419 -4.7838 0.000 0.006 -0.027
C 0.8534 5.0119 -4.0272 -0.017 -0.045 0.042
C -0.5010 5.1009 -3.7697 0.071 -0.065 0.000
F -1.2123 6.1086 -4.2955 -0.020 0.007 0.004
C -1.0992 4.1359 -2.9783 0.068 0.068 -0.056
F -2.4180 4.2491 -2.7978 -0.119 0.036 0.070
C -0.3852 3.0929 -2.4100 -0.110 0.116 0.118
P -1.0818 1.9048 -1.1679 0.031 -0.252 0.086
C -2.0611 3.0614 -0.1284 0.093 0.201 -0.018
C -1.3067 3.7887 0.7938 0.056 0.013 0.019
C -1.9138 4.6692 1.6782 -0.025 -0.022 -0.011
C -3.2947 4.8195 1.6637 0.008 -0.014 -0.003
C -4.0553 4.0913 0.7565 0.027 -0.001 0.025
C -3.4424 3.2217 -0.1350 -0.098 0.022 0.005
C -2.3631 1.0890 -2.1716 0.070 -0.021 -0.158
C -2.2861 1.0056 -3.5611 -0.037 0.010 0.003
C -3.2114 0.2610 -4.2768 -0.025 -0.018 0.004
C -4.2285 -0.4103 -3.6112 0.021 0.004 0.011
C -4.2923 -0.3574 -2.2261 -0.021 -0.013 -0.071
C -3.3564 0.3713 -1.5112 0.002 -0.125 0.052
C 0.9737 2.9974 -2.7218 0.155 0.040 -0.007
Br 2.0048 1.5445 -2.1413 0.039 -0.226 -0.073
C 1.5827 3.9538 -3.5143 -0.077 0.188 -0.104
F 2.8848 3.9001 -3.8157 0.042 -0.025 -0.007
H -0.2286 3.6539 0.8303 -0.125 -0.008 -0.024
H -1.3043 5.2169 2.3874 -0.002 -0.001 0.002
H -3.7768 5.4975 2.3584 0.002 -0.005 0.002
H -5.1331 4.2046 0.7369 -0.002 0.000 0.009
H -4.0447 2.6681 -0.8454 0.019 0.062 0.035
H -1.4848 1.5087 -4.0912 -0.042 0.003 0.007
H -3.1279 0.1944 -5.3553 -0.006 0.002 0.008
H -4.9458 -1.0018 -4.1677 0.001 0.006 0.000
H -5.0473 -0.9188 -1.6916 0.006 -0.032 0.013
H -3.3730 0.3388 -0.4285 0.007 -0.010 0.003
O -2.1785 -2.1694 -0.4935 0.045 -0.008 -0.056
C -1.0032 -1.9551 -0.8467 -0.101 -0.281 -0.278
O -0.3005 -0.9732 -0.4778 -0.994 0.019 -0.571
C -0.3466 -2.9591 -1.7978 0.089 0.044 0.088
C -1.2320 -3.8413 -2.4226 0.022 -0.004 -0.013
C -0.8149 -4.8151 -3.3106 0.018 0.010 -0.016
C 0.5485 -4.9219 -3.5743 -0.024 -0.014 -0.011
C 1.4400 -4.0660 -2.9629 0.066 0.043 0.015
C 1.0475 -3.0514 -2.0608 -0.135 0.168 0.010
S 2.3602 -2.0689 -1.4010 0.000 -0.241 0.010
H -2.2797 -3.7239 -2.1753 0.005 0.002 0.011
H -1.5313 -5.4736 -3.7893 0.001 -0.009 0.008
H 0.9183 -5.6787 -4.2597 0.004 0.002 -0.006
H 2.5014 -4.1533 -3.1634 0.000 -0.011 -0.007
C 6.6104 -4.7424 -1.6103 0.016 0.001 0.021
C 5.8897 -4.0622 -0.4767 -0.018 0.019 -0.017
C 5.1431 -4.7944 0.4403 0.011 -0.039 0.000
C 4.4165 -4.1631 1.4359 0.050 0.033 -0.020
C 4.4333 -2.7800 1.5192 -0.015 -0.036 -0.154
C 5.1867 -2.0327 0.6292 0.079 -0.068 0.012
C 5.9156 -2.6781 -0.3564 -0.018 0.020 -0.027
S 3.4084 -1.9726 2.7132 0.684 -0.160 0.841
O 3.3414 -0.5660 2.2841 0.768 -0.316 0.444
O 4.0289 -2.1835 3.9995 -0.038 -0.031 0.042
O 2.0795 -2.5988 2.5778 0.629 -0.484 0.416
H 6.3575 -5.8021 -1.6551 0.009 -0.004 0.006
H 7.6953 -4.6573 -1.5065 0.003 0.004 0.004
H 6.3327 -4.2907 -2.5639 -0.009 0.003 -0.003
H 5.1040 -5.8749 0.3516 -0.012 0.001 -0.004
H 3.8120 -4.7351 2.1275 -0.036 0.009 -0.010
H 5.1655 -0.9536 0.6914 -0.028 0.009 -0.008
H 6.4654 -2.0887 -1.0824 0.000 -0.009 0.008



Summary of LUMO energy in eV
-2.5 3.9
(order as listed above)